{
  "formula": "C37H43BCoN11OSSe",
  "method": "wB97M-V/def2-TZVPD",
  "elements": ["Co", "C", "C", "C", "C", "N", "N", "B", "N", "C", "C", "C", "C", "N", "N", "C", "C", "C", "C", "N", "N", "C", "C", "C", "C", "N", "H", "H", "H", "H", "H", "H", "H", "H", "H", "H", "H", "H", "H", "H", "H", "H", "H", "H", "H", "H", "C", "N", "C", "C", "C", "C", "C", "N", "C", "C", "C", "C", "C", "C", "H", "H", "H", "H", "H", "H", "H", "H", "H", "H", "H", "Se", "C", "C", "C", "N", "C", "C", "H", "H", "H", "H", "O", "S", "C", "C", "C", "C", "H", "H", "H", "H", "H", "H", "H", "H"],
  "positions_angstrom": [[-0.06815, -0.36878, -1.00465], [-1.63607, -2.52997, -3.45554], [-2.08297, -1.12110, -3.22168], [-3.03794, -0.47790, -4.01294], [-3.09578, 0.80877, -3.53429], [-2.23566, 0.92518, -2.51124], [-1.61434, -0.26752, -2.30954], [-1.76833, 2.11756, -1.61931], [-0.27095, 2.38328, -1.89817], [0.32364, 3.43662, -2.48492], [1.67009, 3.17017, -2.57774], [1.82788, 1.90045, -2.00628], [3.09232, 1.12302, -1.86762], [0.65105, 1.43959, -1.60767], [-1.90883, 1.67264, -0.14654], [-2.72636, 2.19910, 0.77285], [-2.51520, 1.54695, 1.96253], [-1.52525, 0.60331, 1.68201], [-0.86611, -0.26934, 2.68365], [-1.18180, 0.65685, 0.38970], [-2.52741, 3.43472, -1.79982], [-3.53379, 3.89461, -2.58459], [-3.72924, 5.22138, -2.30207], [-2.77889, 5.51589, -1.30383], [-2.52501, 6.81375, -0.60716], [-2.06687, 4.44503, -1.01056], [-2.36647, -3.00896, -4.10674], [-0.66758, -2.55724, -3.95233], [-1.55184, -3.13337, -2.55254], [-3.60280, -0.90687, -4.82143], [-3.68738, 1.62906, -3.88092], [-0.24791, 4.30206, -2.76723], [2.44404, 3.81139, -2.96071], [3.88839, 1.76977, -1.49810], [2.97394, 0.28671, -1.17934], [3.40041, 0.71721, -2.83390], [-3.36608, 3.02659, 0.52572], [-2.97560, 1.73901, 2.91565], [-0.44585, 0.33439, 3.48844], [-1.56360, -0.97026, 3.13979], [-0.07153, -0.82145, 2.20784], [-4.06697, 3.28142, -3.28160], [-4.45377, 5.88192, -2.74663], [-3.17236, 7.59618, -1.00055], [-2.70963, 6.72385, 0.46354], [-1.48874, 7.12572, -0.73567], [1.85834, -2.24745, 1.44359], [1.50187, -1.74160, 0.11116], [2.26521, -2.22339, -0.81463], [2.04797, -1.90980, -2.17198], [2.75207, -2.19765, -3.34233], [2.11326, -1.47426, -4.35342], [1.05268, -0.79340, -3.74777], [0.99849, -1.07965, -2.43915], [2.02201, -3.75074, 1.58003], [2.73196, -4.23783, 2.67424], [2.84344, -5.60061, 2.90301], [2.24837, -6.50173, 2.03096], [1.54477, -6.02580, 0.93477], [1.43080, -4.65990, 0.70923], [1.09845, -1.96319, 2.16100], [2.78330, -1.76290, 1.77973], [3.09238, -2.88923, -0.56468], [3.62899, -2.81926, -3.42657], [2.37324, -1.43959, -5.39878], [0.33885, -0.12108, -4.20052], [3.20168, -3.53920, 3.35820], [3.40082, -5.95857, 3.75897], [2.33523, -7.56625, 2.20401], [1.07395, -6.71949, 0.24997], [0.85779, -4.30144, -0.13715], [-1.75036, -2.57561, -0.20257], [-2.31921, -2.88843, 1.57085], [-1.58675, -3.67790, 2.45350], [-2.08738, -3.88163, 3.73066], [-3.23505, -3.36584, 4.16634], [-3.93696, -2.62509, 3.30996], [-3.52966, -2.35907, 2.01171], [-0.64549, -4.12254, 2.15821], [-1.53318, -4.48851, 4.43801], [-4.87134, -2.21907, 3.68056], [-4.12982, -1.74064, 1.35866], [1.99228, 4.01107, 1.03261], [1.60015, 2.63345, 1.44287], [3.15713, 1.66844, 1.55345], [3.63798, 1.63171, 3.00976], [2.92074, 2.76192, 3.74850], [1.48660, 2.68238, 3.25385], [3.82950, 2.22291, 0.89981], [2.98428, 0.68147, 1.12361], [4.72247, 1.72694, 3.06622], [3.37141, 0.67343, 3.46339], [3.34419, 3.72819, 3.46893], [2.98963, 2.66081, 4.83197], [0.84860, 3.52877, 3.50233], [1.00559, 1.75551, 3.57708]],
  "atomic_forces_ev_per_a": [[-1.2, -0.8, 0.1], [0.0, -0.1, 0.1], [0.1, -0.5, -0.2], [0.1, 0.1, 0.2], [0.1, -0.1, 0.1], [0.1, 0.3, 0.1], [0.6, 0.6, 0.2], [-0.1, 0.1, 0.1], [-0.3, -0.1, -0.1], [0.0, -0.2, 0.1], [-0.1, -0.1, 0.1], [0.6, -0.1, -0.1], [0.0, 0.0, 0.1], [-0.5, -0.5, 0.3], [-0.2, -0.2, -0.3], [0.1, 0.0, 0.0], [0.1, 0.0, -0.1], [0.1, -0.2, 0.1], [0.0, 0.0, 0.0], [0.2, 0.2, -0.1], [0.1, -0.1, 0.0], [0.0, 0.0, 0.0], [0.0, 0.0, 0.0], [0.0, 0.0, 0.0], [0.0, 0.0, 0.0], [0.1, 0.0, 0.0], [0.0, 0.0, 0.0], [0.0, 0.1, -0.1], [0.0, 0.2, -0.1], [0.0, 0.0, 0.0], [0.0, 0.0, 0.0], [0.0, 0.0, 0.0], [0.0, 0.0, 0.0], [0.0, 0.0, 0.0], [0.0, 0.1, 0.0], [0.0, 0.0, 0.0], [0.0, 0.0, 0.0], [0.0, 0.0, 0.0], [0.0, 0.0, 0.0], [0.0, 0.0, 0.0], [0.0, 0.0, 0.0], [0.0, 0.0, 0.0], [0.0, 0.0, 0.0], [0.0, 0.0, 0.0], [0.0, 0.0, 0.0], [0.0, 0.0, 0.0], [0.0, 0.1, 0.2], [0.3, 0.4, -0.4], [-0.1, 0.0, 0.1], [0.0, -0.2, 0.0], [0.0, 0.2, 0.2], [-0.1, 0.1, 0.1], [0.0, 0.1, -0.3], [-0.2, 0.0, 0.2], [0.0, -0.1, -0.1], [0.0, 0.0, 0.0], [0.0, 0.0, 0.0], [0.0, 0.0, 0.0], [0.0, 0.0, 0.0], [0.0, 0.0, 0.0], [-0.1, 0.0, 0.0], [0.0, 0.0, 0.0], [-0.1, 0.0, 0.0], [0.0, 0.0, 0.0], [0.0, 0.0, 0.0], [0.0, 0.0, 0.0], [0.0, 0.0, 0.0], [0.0, 0.0, 0.0], [0.0, 0.0, 0.0], [0.0, 0.0, 0.0], [0.0, 0.0, 0.0], [0.6, 0.4, -0.9], [0.2, 0.3, 0.2], [-0.1, 0.0, 0.1], [0.0, 0.0, -0.1], [-0.1, 0.0, 0.2], [0.1, -0.1, -0.1], [0.1, -0.1, 0.1], [0.0, 0.0, 0.0], [0.0, 0.0, 0.0], [0.0, 0.0, 0.0], [0.0, 0.0, 0.0], [0.1, 0.0, -0.1], [-0.1, 0.1, 0.1], [0.0, 0.0, 0.0], [0.0, 0.0, 0.0], [0.0, 0.0, -0.1], [0.0, 0.0, 0.0], [0.0, 0.0, 0.0], [0.0, 0.0, 0.0], [0.0, 0.0, 0.0], [0.0, 0.0, 0.0], [0.0, 0.0, 0.0], [0.0, 0.0, 0.0], [0.0, 0.0, 0.0], [0.0, 0.1, 0.0]],
  "e_homo_ha": [-0.28060, -0.28067],
  "energy_ev": -171992.1506
}